# 1
Formula: C4H12
Source: the Open Molecules 2025 dataset
Level of theory: ωB97M-V with the def2-TZVPD basis set

Properties
- SMILES = CC.CC
- lowest unoccupied orbital energy (eV) = 1.16
- Kohn-Sham gap (eV) = 12.6
- HOMO energy (Eh) = -0.422
- electronic energy (eV) = -4342.2079
- energy relative to the best compared isomer or geometry (same formula, charge and spin) (kcal per mole) = 7.39

```
16
C4H12 ωB97M-V with the def2-TZVPD basis set
C 1.742 -1.291 -0.090
C 1.620 -0.175 -1.143
H 1.694 -2.235 -0.634
H 2.643 -1.270 0.522
H 0.851 -1.378 0.546
H 2.546 -0.099 -1.716
H 0.848 -0.561 -1.801
H 1.300 0.765 -0.708
C -1.593 0.589 -0.120
C -1.725 0.954 1.353
H -0.537 0.460 -0.409
H -2.009 -0.396 -0.335
H -2.033 1.419 -0.669
H -1.232 0.317 2.083
H -1.332 1.963 1.478
H -2.786 0.937 1.643
```



# 2
Formula: C29H62O22
Source: the Open Molecules 2025 dataset
Level of theory: ωB97M-V with the def2-TZVPD basis set

Properties
- SMILES = O=C1OCCO1.O=C1OCCO1.O=C1OCCO1.O=C1OCCO1.O=C1OCCO1.CCO.CCO.CCO.CCO.CCO.CCO.CCO
- lowest unoccupied orbital energy (eV) = -0.37
- Kohn-Sham gap (eV) = 9.2
- HOMO energy (Eh) = -0.351
- electronic energy (eV) = -76121.6560

```
113
C29H62O22 ωB97M-V with the def2-TZVPD basis set
O 1.192 2.733 -2.349
C 2.369 2.851 -2.259
O 3.161 1.796 -1.967
C 4.518 2.110 -2.206
C 4.493 3.631 -2.293
O 3.103 3.961 -2.420
H 5.084 1.793 -1.329
H 4.953 1.630 -3.083
H 5.043 4.054 -3.130
H 4.898 4.076 -1.383
O 3.531 -3.176 -4.594
C 3.553 -3.384 -3.430
O 3.978 -4.497 -2.769
C 4.262 -4.097 -1.428
C 3.260 -3.003 -1.209
O 3.037 -2.514 -2.508
H 4.201 -4.914 -0.708
H 5.300 -3.770 -1.289
H 3.671 -2.211 -0.583
H 2.303 -3.380 -0.840
O -1.917 -2.438 0.210
C -1.091 -1.625 -0.075
O -0.238 -1.751 -1.094
C 0.519 -0.574 -1.283
C 0.134 0.287 -0.052
O -0.954 -0.433 0.522
H 1.596 -0.700 -1.285
H 0.170 0.001 -2.140
H -0.253 1.262 -0.332
H 1.026 0.401 0.561
O 1.901 2.515 1.533
C 2.925 2.484 2.134
O 4.090 1.981 1.694
C 5.101 2.105 2.698
C 4.449 2.991 3.768
O 3.100 3.067 3.341
H 5.314 1.094 3.056
H 6.047 2.460 2.294
H 4.836 4.010 3.736
H 4.511 2.513 4.742
O -1.595 7.546 1.313
C -0.885 6.836 0.678
O 0.084 7.221 -0.153
C 0.917 6.079 -0.434
C -0.097 4.970 -0.269
O -1.004 5.466 0.689
H 1.376 6.108 -1.416
H 1.686 5.971 0.334
H 0.411 4.038 -0.011
H -0.636 4.725 -1.191
C -0.619 -1.177 -4.796
C -0.078 -2.374 -5.519
O -1.046 -3.425 -5.514
H -1.058 -1.436 -3.830
H -1.431 -0.702 -5.350
H 0.200 -0.479 -4.619
H 0.804 -2.726 -4.968
H 0.199 -2.133 -6.550
H -0.695 -4.175 -6.001
C -1.187 1.246 3.507
C -0.174 1.487 4.603
O -0.762 2.360 5.600
H -0.716 0.598 2.764
H -1.374 2.227 3.078
H -2.072 0.689 3.806
H 0.708 2.024 4.236
H 0.220 0.612 5.133
H -0.096 2.513 6.274
C -3.002 3.683 -2.362
C -2.753 2.387 -1.640
O -2.194 1.367 -2.479
H -3.845 3.612 -3.060
H -2.159 4.039 -2.955
H -3.359 4.480 -1.705
H -3.700 2.018 -1.237
H -2.043 2.534 -0.819
H -2.673 0.557 -2.253
C -6.422 -4.747 0.479
C -5.331 -3.822 0.992
O -4.129 -4.251 0.383
H -6.722 -4.536 -0.548
H -7.325 -4.724 1.092
H -6.038 -5.767 0.511
H -5.359 -3.851 2.088
H -5.494 -2.773 0.719
H -3.396 -3.650 0.566
C -5.415 -0.506 -3.276
C -5.044 -1.177 -1.942
O -3.625 -1.231 -1.850
H -4.652 0.210 -3.569
H -6.391 -0.050 -3.109
H -5.507 -1.251 -4.066
H -5.487 -2.166 -1.802
H -5.446 -0.543 -1.140
H -3.366 -1.701 -1.045
C -0.382 -3.457 3.161
C -1.814 -3.591 3.660
O -1.854 -4.611 4.660
H 0.281 -3.197 3.983
H -0.314 -2.715 2.366
H -0.083 -4.394 2.679
H -2.496 -3.789 2.830
H -2.035 -2.644 4.172
H -2.762 -4.632 4.981
C 2.560 -1.163 3.970
C 2.947 -1.235 2.511
O 2.179 -2.136 1.742
H 3.163 -0.435 4.521
H 2.772 -2.070 4.547
H 1.501 -0.916 4.022
H 4.036 -1.305 2.375
H 2.683 -0.263 2.076
H 2.242 -3.022 2.124
```



# 3
Formula: C39H40BrN7O4SSiY
Source: the Open Molecules 2025 dataset
Level of theory: ωB97M-V with the def2-TZVPD basis set

Properties
- lowest unoccupied orbital energy (eV) = -3.15
- Kohn-Sham gap (eV) = 7.1
- charge = +1
- HOMO energy (Eh) = -0.376
- electronic energy (eV) = -149514.0044
- energy relative to the best compared isomer or geometry (same formula, charge and spin) (kcal per mole) = 0.00

```
94
C39H40BrN7O4SSiY ωB97M-V with the def2-TZVPD basis set
Y -0.308 0.676 -0.301
O 3.509 1.844 -0.490
C 4.091 1.005 -1.410
C 5.163 1.513 -2.138
C 5.768 0.772 -3.109
C 5.351 -0.554 -3.360
C 4.262 -1.054 -2.653
C 3.634 -0.281 -1.683
C 2.374 -0.880 -1.050
O 1.219 -0.243 -1.493
N 2.436 -0.737 0.405
N 1.195 -1.053 0.990
C 1.158 -1.871 1.971
C -0.033 -2.176 2.737
Br -1.206 -0.750 3.006
C -0.157 -3.314 3.436
C 0.825 -4.422 3.367
C 1.168 -4.976 2.142
C 1.928 -6.109 2.103
C 2.430 -6.673 3.262
C 2.111 -6.147 4.486
C 1.310 -5.019 4.533
H 2.864 1.293 -0.007
H 5.499 2.508 -1.934
H 6.545 1.209 -3.707
H 5.859 -1.134 -4.134
H 3.910 -2.052 -2.873
H 2.345 -1.932 -1.340
H 3.241 -1.193 0.851
H 2.068 -2.362 2.342
H -0.978 -3.366 4.134
H 0.804 -4.551 1.219
H 2.185 -6.564 1.138
H 2.987 -7.599 3.122
H 2.518 -6.574 5.414
H 1.018 -4.579 5.490
S -7.598 -2.664 -0.320
N -7.117 -1.194 0.169
C -5.802 -1.161 0.041
C -4.960 0.028 0.235
C -5.438 1.269 0.706
C -4.529 2.311 0.790
C -3.189 2.088 0.506
N -2.733 0.912 0.129
C -3.573 -0.113 -0.025
C -2.985 -1.447 -0.390
N -1.654 -1.506 -0.487
C -1.106 -2.686 -0.744
C -1.823 -3.843 -0.969
C -3.211 -3.793 -0.900
C -3.795 -2.557 -0.592
C -5.232 -2.393 -0.430
N -6.150 -3.311 -0.677
H -6.515 1.346 0.933
H -4.863 3.290 1.091
H -2.478 2.869 0.625
H -0.031 -2.726 -0.759
H -1.277 -4.777 -1.160
H -3.859 -4.657 -1.059
O -1.322 0.199 -2.543
C -1.898 1.034 -3.542
C -0.871 1.631 -4.457
C 0.406 2.158 -3.755
C 0.011 3.301 -2.876
C -0.204 4.552 -3.461
C -0.541 5.634 -2.672
C -0.653 5.395 -1.297
C -0.457 4.105 -0.816
N -0.163 3.043 -1.575
H -0.560 -0.308 -2.895
H -2.424 1.835 -3.018
H -2.645 0.492 -4.128
H -1.267 2.443 -5.023
H -0.554 0.864 -5.176
H 1.065 2.545 -4.519
H 0.924 1.387 -3.184
H -0.051 4.655 -4.518
H -0.738 6.595 -3.113
H -0.982 6.137 -0.608
H -0.533 3.950 0.236
C -0.512 2.771 3.887
Si 0.826 2.630 2.571
C 1.409 4.372 2.134
C 2.288 1.691 3.244
O 0.217 1.898 1.241
H -0.407 3.576 4.631
H -0.651 1.843 4.440
H -1.429 2.995 3.341
H 2.195 4.715 2.847
H 0.627 5.146 2.033
H 1.889 4.331 1.161
H 2.603 2.138 4.188
H 3.146 1.678 2.561
H 2.083 0.633 3.488
```



# 4
Formula: C29H21N4O8RhS
Source: the Open Molecules 2025 dataset
Level of theory: ωB97M-V with the def2-TZVPD basis set

Properties
- 2S+1 = 5
- lowest unoccupied orbital energy (alpha / beta) (eV) = -1.25 / -2.81
- Kohn-Sham gap (alpha / beta) (eV) = 7.4 / 5.8
- HOMO energy (alpha / beta) (Eh) = -0.318 / -0.317
- electronic energy (eV) = -66593.2634

```
64
C29H21N4O8RhS ωB97M-V with the def2-TZVPD basis set
Rh -7.069 5.669 15.681
C -3.417 4.233 13.277
C -4.788 4.619 13.729
N -5.054 4.962 14.982
N -4.078 5.026 15.900
C -4.501 5.438 17.047
O -5.667 5.792 17.369
C -3.427 5.438 18.140
C -3.716 5.488 19.535
C -2.660 5.386 20.479
C -1.355 5.264 20.054
C -1.100 5.252 18.692
C -2.104 5.308 17.771
C -5.923 4.654 12.851
C -5.806 4.465 11.484
C -6.898 4.671 10.600
C -8.052 5.074 11.212
C -8.128 5.257 12.642
N -7.081 5.015 13.414
H -2.870 3.949 14.173
H -2.892 5.048 12.743
H -3.407 3.303 12.654
H -4.754 5.589 19.840
H -2.972 5.484 21.517
H -0.583 5.190 20.799
H -0.103 5.189 18.314
H -1.910 5.247 16.710
H -4.830 4.172 11.066
H -6.801 4.559 9.504
H -8.876 5.346 10.572
H -9.030 5.583 13.157
O -10.629 2.508 18.989
S -11.337 2.735 17.757
O -12.358 1.835 17.352
N -10.181 3.003 16.577
C -10.039 4.273 16.392
O -9.107 4.879 15.689
C -11.169 5.110 16.978
C -11.412 6.421 16.778
C -12.478 7.019 17.427
C -13.318 6.231 18.234
C -13.113 4.871 18.402
C -12.004 4.336 17.765
H -10.808 6.980 16.083
H -12.651 8.076 17.304
H -14.075 6.768 18.811
H -13.683 4.232 19.088
O -7.784 7.489 16.843
C -8.284 8.036 15.853
O -8.251 7.416 14.721
C -8.886 9.447 15.911
C -8.938 10.119 17.153
C -9.401 11.465 17.281
C -9.689 12.128 16.129
O -10.092 13.408 15.955
C -10.363 13.571 14.587
O -10.198 12.295 13.973
C -9.671 11.486 14.922
C -9.282 10.193 14.763
H -8.681 9.568 18.050
H -9.472 11.955 18.251
H -9.693 14.317 14.163
H -11.415 13.898 14.491
H -9.279 9.680 13.793
```



# 5
Formula: C4H9MgNdO4
Source: the Open Molecules 2025 dataset
Level of theory: ωB97M-V with the def2-TZVPD basis set

Properties
- 2S+1 = 5
- lowest unoccupied orbital energy (alpha / beta) (eV) = -3.34 / -3.76
- Kohn-Sham gap (alpha / beta) (eV) = 6.1 / 9.8
- charge = +1
- HOMO energy (alpha / beta) (Eh) = -0.348 / -0.498
- electronic energy (eV) = -33196.2469
- energy relative to the best compared isomer or geometry (same formula, charge and spin) (kcal per mole) = 31.35

```
19
C4H9MgNdO4 ωB97M-V with the def2-TZVPD basis set
O 2.056 1.537 2.000
Mg 3.576 0.422 1.629
O 2.517 -0.385 0.062
C 1.911 -1.524 -0.357
O 0.488 -1.368 -0.084
C -0.337 -0.955 -1.171
C -1.493 -0.187 -0.579
O -0.953 0.895 0.183
C -1.925 1.781 0.726
Nd 1.054 0.590 1.168
H 2.249 -2.422 0.186
H 2.014 -1.674 -1.446
H -0.710 -1.824 -1.731
H 0.249 -0.310 -1.897
H -2.086 -0.823 0.096
H -2.131 0.215 -1.379
H -1.391 2.636 1.153
H -2.594 2.127 -0.073
H -2.496 1.269 1.514
```



# 6
Formula: C13H18BrFO7
Source: the Open Molecules 2025 dataset
Level of theory: ωB97M-V with the def2-TZVPD basis set

Properties
- SMILES = O=C1O[C@@H](CCF)[C@@H](Br)O1.O=C1CCCO1.O=C1CCCO1
- lowest unoccupied orbital energy (eV) = 0.35
- Kohn-Sham gap (eV) = 10.4
- HOMO energy (Eh) = -0.368
- electronic energy (eV) = -100863.8838

```
40
C13H18BrFO7 ωB97M-V with the def2-TZVPD basis set
O 4.280 -3.709 -0.659
C 3.846 -2.550 -0.798
O 2.561 -2.042 -0.345
C 2.059 -1.405 -1.568
C 0.706 -0.672 -1.125
C -0.523 -1.088 -2.105
F -1.812 -0.968 -1.435
C 3.366 -0.552 -1.920
Br 3.711 1.161 -0.958
O 4.468 -1.428 -1.484
H 2.021 -2.242 -2.346
H 0.405 -1.050 -0.071
H 0.770 0.465 -1.059
H -0.439 -2.157 -2.501
H -0.537 -0.376 -2.999
H 3.604 -0.357 -3.035
O -1.254 -2.991 1.544
C -2.449 -3.140 1.488
C -3.276 -3.130 0.232
C -4.678 -2.962 0.776
C -4.582 -3.617 2.134
O -3.238 -3.385 2.570
H -3.152 -4.085 -0.284
H -2.995 -2.301 -0.417
H -5.451 -3.399 0.141
H -4.901 -1.896 0.893
H -4.752 -4.697 2.088
H -5.280 -3.179 2.850
O -0.208 2.864 0.345
C 0.527 3.809 0.475
C 1.595 3.949 1.524
C 1.907 5.429 1.466
C 1.599 5.770 0.026
O 0.531 4.893 -0.349
H 2.457 3.340 1.239
H 1.223 3.656 2.506
H 2.930 5.674 1.757
H 1.228 5.973 2.130
H 2.450 5.586 -0.636
H 1.280 6.807 -0.088
```



# 7
Formula: C6H33O13
Source: the Open Molecules 2025 dataset
Level of theory: ωB97M-V with the def2-TZVPD basis set

Properties
- 2S+1 = 2
- lowest unoccupied orbital energy (alpha / beta) (eV) = -0.72 / -6.12
- Kohn-Sham gap (alpha / beta) (eV) = 9.3 / 3.8
- HOMO energy (alpha / beta) (Eh) = -0.366 / -0.366
- electronic energy (eV) = -33372.3137
- energy relative to the best compared isomer or geometry (same formula, charge and spin) (kcal per mole) = 25.80

```
52
C6H33O13 ωB97M-V with the def2-TZVPD basis set
O -0.777 1.438 0.188
C -1.961 1.060 0.417
O -2.749 1.008 -0.589
C -2.456 0.881 1.810
C -3.109 -0.518 2.173
C -2.195 -1.790 1.980
C -0.750 -1.823 2.516
C -0.516 -1.066 3.808
H -1.684 1.025 2.564
H -3.246 1.620 1.963
H -3.420 -0.408 3.197
H -3.930 -0.563 1.507
H -2.889 -2.510 2.381
H -2.190 -1.926 0.905
H -0.697 -2.902 2.650
H -0.089 -1.557 1.652
H -0.490 -0.002 3.533
H -1.422 -1.171 4.432
H 0.361 -1.423 4.364
H -0.277 2.973 -0.394
H 0.456 4.353 -0.077
O -0.153 3.900 -0.683
H -3.453 -0.572 -0.698
H -3.907 -1.827 -1.593
O -3.959 -1.406 -0.727
H 2.548 0.822 0.055
H 2.902 0.835 -1.470
O 3.238 1.103 -0.594
H 0.611 1.502 1.110
H 0.990 0.060 1.588
O 1.362 0.944 1.443
H 3.411 -1.760 -2.236
H 2.023 -1.253 -1.929
O 2.644 -1.350 -2.672
H 0.828 3.514 -2.244
H 1.958 2.566 -1.943
O 1.391 2.842 -2.676
H 0.064 0.016 -1.764
H 0.609 -0.256 -0.293
O 0.506 -0.662 -1.161
H -1.679 0.955 -1.973
H -0.459 1.944 -2.471
O -0.847 1.060 -2.483
H 2.405 0.240 -3.542
H 1.542 1.430 -3.798
O 2.416 1.090 -4.031
H 0.389 -3.163 -0.810
H 1.880 -3.362 -0.510
O 1.012 -3.742 -0.350
H 5.012 -0.109 -0.947
H 3.937 -1.011 -0.584
O 4.806 -1.051 -0.991
```



# 8
Formula: H29O15
Source: the Open Molecules 2025 dataset
Level of theory: ωB97M-V with the def2-TZVPD basis set

Properties
- lowest unoccupied orbital energy (eV) = 2.31
- Kohn-Sham gap (eV) = 9.4
- charge = -1
- HOMO energy (Eh) = -0.262
- electronic energy (eV) = -31184.2688
- energy relative to the best compared isomer or geometry (same formula, charge and spin) (kcal per mole) = 45.01

```
44
H29O15 ωB97M-V with the def2-TZVPD basis set
O -1.163 -3.179 -0.778
H -1.852 -3.749 -0.510
H -1.039 1.835 -1.785
O -0.414 -0.784 1.419
H 0.331 -1.291 1.721
H -1.672 -0.323 1.739
O -1.404 2.531 -2.375
H 0.408 -1.169 -1.093
H 2.115 5.189 1.232
O -0.469 4.642 -1.087
H -4.486 0.077 0.803
H -0.456 4.656 -2.036
O 1.078 2.328 3.306
H 0.565 1.745 2.731
H -2.552 1.314 0.495
O 2.879 -0.833 -2.404
H 0.342 -0.936 -3.906
H 2.375 -0.932 -1.602
O 1.130 -1.073 -0.465
H 1.959 2.149 3.011
H 0.495 -0.749 0.308
O 2.323 -3.553 0.552
H 1.790 -3.588 -0.261
H -0.553 -2.811 -0.137
O -5.351 -0.247 0.539
H -5.221 -0.757 -0.238
H -2.329 2.685 -2.202
O 1.041 -0.854 -4.536
H -0.799 3.772 -0.910
O 4.171 -0.572 2.114
H 4.060 0.263 1.555
H 1.296 -1.733 -4.759
O 0.733 -5.294 1.598
H 0.018 -4.605 1.540
H 1.555 -4.704 1.579
O -2.835 1.998 -0.111
H -3.686 2.353 0.077
H 2.664 -2.690 0.142
O 1.450 5.426 0.601
H 2.205 -0.311 -2.900
H 3.357 -0.967 2.361
O -2.735 -0.174 1.887
H 1.099 4.705 0.056
H -2.427 0.211 2.728
```



# 9
Formula: C9H6O2
Source: the Open Molecules 2025 dataset
Level of theory: ωB97M-V with the def2-TZVPD basis set

Properties
- SMILES = O=c1ccoc2ccccc12
- lowest unoccupied orbital energy (eV) = -0.48
- Kohn-Sham gap (eV) = 8.5
- HOMO energy (Eh) = -0.331
- electronic energy (eV) = -13521.2290
- energy relative to the best compared isomer or geometry (same formula, charge and spin) (kcal per mole) = 84.60

```
17
C9H6O2 ωB97M-V with the def2-TZVPD basis set
O 3.115 0.383 0.351
C 1.885 0.708 0.288
C 1.422 2.117 0.339
C 0.202 2.599 0.025
O -0.939 1.757 -0.289
C -0.681 0.380 -0.261
C -1.826 -0.355 -0.317
C -1.712 -1.726 -0.655
C -0.386 -2.231 -0.273
C 0.766 -1.555 0.296
C 0.634 -0.145 0.153
H 2.200 2.746 0.657
H -0.412 3.410 0.331
H -2.827 0.058 -0.428
H -2.538 -2.645 -0.682
H -0.636 -3.368 -0.350
H 1.733 -2.135 0.816
```